Entry from OMol25: the molecule C18H19NO4 (ωB97M-V with the def2-TZVPD basis set).

Each line ends with the Mulliken charge.
Geometry (Å):
O: 4.20390 2.17863 0.31912  -0.47
O: 2.19969 -3.83768 0.07437  -0.56
O: 1.70333 -3.70294 -2.09248  -0.47
O: -2.38490 -3.06635 0.73584  -0.66
N: -1.05283 -1.24829 0.96720  0.07
C: -2.59185 2.64089 0.23416  -0.58
C: -3.24511 1.44582 -1.73571  -0.59
C: -3.46699 0.31231 -0.97555  -0.34
C: 0.20427 -2.66313 -0.60878  -0.57
C: -2.81360 1.50532 0.99453  -0.20
C: 1.98233 1.37508 -0.29468  -0.74
C: 3.20259 1.25826 0.36165  1.00
C: 1.03762 0.36986 -0.17769  -0.36
C: -3.25411 0.32846 0.39891  0.46
C: 0.24203 -1.84827 0.69553  -0.46
C: -2.80363 2.61276 -1.13318  -0.50
C: 4.01679 3.34396 -0.44633  -0.82
C: 3.45159 0.12043 1.13151  -0.76
C: 1.27776 -0.75747 0.59564  0.03
C: 1.46929 -3.45072 -0.79720  0.47
C: -3.41868 -0.93124 1.19599  -1.20
C: 2.50059 -0.86988 1.24756  -0.34
C: -2.24142 -1.88030 0.94165  0.58
H: 4.40375 0.03984 1.63097  0.42
H: -0.62590 -3.37367 -0.54272  0.48
H: 0.50537 -2.53978 1.50680  0.43
H: 0.04270 -2.02276 -1.47598  0.19
H: 3.86362 3.11015 -1.50486  0.33
H: 1.75443 2.23647 -0.90247  0.40
H: -2.62854 3.49726 -1.72738  0.40
H: -3.45664 -0.71370 2.26544  0.36
H: 0.09938 0.47670 -0.70543  0.41
H: 4.93410 3.91984 -0.33500  0.24
H: -1.04656 -0.25596 1.14875  0.27
H: -3.80474 -0.59933 -1.44661  0.44
H: 3.17221 3.93585 -0.07864  0.33
H: 2.70912 -1.74906 1.83692  0.41
H: -4.33009 -1.46120 0.91714  0.36
H: -2.64998 1.53697 2.06347  0.38
H: -3.41441 1.41942 -2.80213  0.39
H: -2.25150 3.54803 0.71176  0.41
H: 2.50503 -4.24055 -2.19209  0.37

Computed properties:
molar mass: 313.353 u
SMILES: COc1ccc([C@H](CC(=O)O)NC(=O)Cc2ccccc2)cc1
frontier orbital gap: 9.21 eV
ΔE to the lowest compared entry with this formula, charge and spin: 7.0 kcal per mole
E_LUMO: 0.64 eV
E: -28655.5396 eV
HOMO level: -8.572 eV

=====

Entry from OMol25: a structure of composition C35H55HgN2O2P2 in a non-equilibrium geometry (ωB97M-V with the def2-TZVPD basis set).

Each line ends with the Mulliken charge.
Geometry (Å):
Hg: 0.09992 0.18640 0.46740  1.80
P: -2.31838 0.24870 0.03040  0.09
P: 2.37252 -0.77730 0.30160  1.31
O: -0.37938 -0.92960 2.45040  0.52
O: 0.68522 2.65690 2.25070  -0.33
N: 0.35542 1.39520 -1.20230  0.01
N: -0.20168 -1.40330 -1.04990  1.52
C: 4.94722 -0.51360 -1.11530  -1.85
C: 0.74022 -2.44580 -1.10650  0.44
C: 3.51932 0.05660 -1.02580  1.98
C: -1.03238 -0.69730 4.79650  -0.54
C: -2.44268 2.92400 -0.74020  -1.75
C: 2.48792 -1.50640 3.00690  -1.69
C: 0.59782 4.92560 -4.55310  -0.71
C: 3.42882 -1.08590 1.86590  1.89
C: 0.98162 2.13670 -4.56150  -0.25
C: -4.68938 -1.41440 -0.12460  -1.74
C: -3.83688 -0.82840 2.17590  -2.06
C: -0.64998 -3.53100 -2.81410  -0.89
C: 2.83902 -0.24870 -2.38200  -1.04
C: -3.42558 -1.16560 0.72800  2.37
C: 1.92382 -2.36390 -0.36330  -1.86
C: -3.22338 1.93000 0.14530  1.93
C: 0.62662 2.80540 -3.36130  -0.19
C: 0.44452 -3.55570 -1.97910  -1.11
C: 0.94812 4.26230 -5.74030  -0.38
C: 3.59282 1.57660 -0.76800  -1.53
C: -1.52788 -2.41260 -2.80590  -0.69
C: 0.43472 4.20990 -3.36460  -0.34
C: -3.11398 2.43400 1.60180  -1.40
C: -2.62708 -2.49280 0.71410  -1.87
C: -0.28458 -1.97420 4.63590  -0.31
C: -0.55848 -2.19700 3.15390  -1.52
C: 0.46842 2.05610 -2.16860  0.61
C: 0.45272 1.70450 1.59980  -0.31
C: 4.14732 0.21020 2.28700  -1.81
C: 1.13852 2.87060 -5.73930  -0.79
C: -1.27198 -1.38690 -1.90120  -0.09
C: -0.60968 0.02790 3.51910  -0.83
C: -4.69418 1.90630 -0.30640  -1.88
C: -2.22028 -0.20970 -1.77790  -1.39
C: 4.43172 -2.23940 1.65150  -1.76
H: -1.36478 0.79330 3.27170  -0.21
H: 4.25792 1.81020 0.07810  0.31
H: 5.45292 -0.06800 -1.99400  0.48
H: -2.46558 -2.85690 -0.31190  0.30
H: 3.03722 -1.28870 -2.68710  0.30
H: 0.32032 0.55550 3.79130  0.47
H: -4.81288 1.48060 -1.31790  0.30
H: -0.64558 -2.79180 5.29690  0.44
H: -5.24738 -2.25420 0.32990  0.51
H: 1.85882 -0.66750 3.33810  0.07
H: -0.84418 -4.37240 -3.48910  0.39
H: -2.40088 -2.36310 -3.46150  0.48
H: 1.74742 -0.12780 -2.34810  -0.38
H: 3.09862 -1.83420 3.86930  0.70
H: 4.61132 0.06120 3.28000  0.50
H: -1.39498 3.00180 -0.41190  0.06
H: -0.84128 -0.14020 5.73870  0.43
H: 4.99792 -2.39430 2.58940  0.51
H: -1.63168 -2.49680 3.17840  0.72
H: -0.03078 -3.06410 2.71400  0.25
H: -3.69948 1.82360 2.30480  0.26
H: 5.15832 -2.04400 0.85110  0.33
H: -3.50038 3.46920 1.65010  0.55
H: 1.83792 -2.34440 2.70640  0.16
H: -3.22798 -3.24930 1.25250  0.68
H: -1.80628 0.67290 -2.29480  0.44
H: 3.90122 -3.17890 1.42310  0.33
H: -4.56358 -0.00010 2.21210  0.34
H: 2.60432 2.00240 -0.53960  0.09
H: 5.55902 -0.27560 -0.23030  0.33
H: 4.94922 0.49550 1.58740  0.33
H: 1.13712 -4.40260 -1.98400  0.51
H: 3.24572 0.42920 -3.15660  0.63
H: 0.78402 -1.81140 4.85450  0.09
H: 0.16342 4.71840 -2.43530  0.45
H: 3.43562 1.05040 2.36850  0.22
H: 4.93802 -1.60770 -1.25930  0.37
H: -4.43328 -1.71820 -1.15320  0.33
H: -2.06448 2.44180 1.93740  0.11
H: -2.97018 -0.57220 2.80480  0.22
H: -2.46488 2.65110 -1.80920  0.32
H: 0.45112 6.01040 -4.55380  0.40
H: 2.66292 -3.16250 -0.49030  0.29
H: -5.33198 1.34100 0.39130  0.35
H: 3.99732 2.08880 -1.66240  0.49
H: -5.36798 -0.55150 -0.16790  0.26
H: 1.41402 2.35350 -6.66400  0.41
H: -4.32418 -1.71540 2.62150  0.54
H: -2.90998 3.92100 -0.64060  0.67
H: -5.07608 2.94420 -0.33300  0.50
H: 1.07442 4.83060 -6.66740  0.40
H: -1.65158 -2.41990 1.20950  -0.04
H: -2.11858 -0.93170 4.76530  0.25
H: 1.13352 1.05360 -4.54800  0.42
H: -3.19528 -0.43890 -2.23610  0.75

Computed properties:
molar mass: 798.375 u
frontier orbital gap: 5.90 eV
ΔE to the lowest compared entry with this formula, charge and spin: 0.0 kcal per mole
total charge: +1
E_LUMO: -2.85 eV
E: -67005.1772 eV
HOMO level: -8.743 eV